Entry a
The following is a DFT calculation (the ωB97M-V functional and the def2-TZVPD basis) of a 2-piece molecular cluster, C4H10N2OS overall.

Geometry as XYZ:
```
18
C4H10N2OS | the OMol25 dataset | the ωB97M-V functional and the def2-TZVPD basis
N -4.650 -0.373 0.678
C 0.389 -0.053 0.259
C -0.476 1.031 -0.079
S -1.883 0.765 -1.190
C 1.769 0.065 0.521
N 2.494 -1.143 0.890
C 3.111 -1.768 -0.272
O 2.417 1.101 0.533
H -4.015 0.064 0.010
H -4.387 -1.357 0.598
H -5.580 -0.342 0.269
H -0.015 -1.054 0.137
H 0.039 1.950 -0.365
H -1.028 1.334 0.854
H 3.185 -0.762 1.533
H 2.314 -2.160 -0.912
H 3.700 -1.133 -0.952
H 3.780 -2.568 0.039
```

Kohn-Sham gap	5.13	eV

These are the Mulliken partial charges, in e, on atoms 1 to 5: N -0.67; C -0.10; C -0.61; S -0.25; C 0.35

Entry b
The following is a DFT calculation (the ωB97M-V functional and the def2-TZVPD basis) of one molecule with the formula C4H10N2OS.

Geometry as XYZ:
```
18
C4H10N2OS | the OMol25 dataset | the ωB97M-V functional and the def2-TZVPD basis
C -1.080 -1.379 -1.252
C -0.596 0.221 0.457
C -0.496 0.330 2.001
C 0.478 1.028 -0.371
H -2.032 -0.866 -1.486
H -1.260 -2.425 -1.268
H -0.314 -1.093 -1.956
H -1.509 0.747 0.149
H -0.442 1.310 2.488
H 0.398 -0.326 2.385
H -1.460 -0.127 2.379
H -0.528 2.595 -0.752
H 2.227 1.049 -1.253
H 2.669 -1.846 -0.391
N 0.353 2.159 -0.867
N 1.665 0.421 -0.647
O -0.695 -1.154 0.078
S 2.623 -0.643 0.306
```

Kohn-Sham gap	9.94	eV

These are the Mulliken partial charges, in e, on atoms 1 to 5: C -0.73; C 0.20; C -1.15; C 0.49; H 0.29

The least stable of them is entry a.